DFT (wB97M-V/def2-TZVPD) results for a structure of composition C6H9O4Yb.

```
20
C6H9O4Yb (wB97M-V/def2-TZVPD)
O -2.89 -0.76 -2.05
C -1.78 -0.14 -2.16
O -0.88 -0.68 -2.87
O -1.56 0.82 -1.31
C -0.46 0.87 -0.37
Yb -2.57 -2.22 -3.94
H 0.00 -0.05 -0.78
H -0.85 1.86 -0.07
C 1.16 2.18 0.42
C 1.21 1.16 1.38
H 1.67 2.16 -0.55
H 0.85 3.17 0.78
H 2.19 0.94 1.81
C 0.27 0.07 1.25
C 0.91 -1.29 1.41
O -0.05 -2.30 1.15
H -0.70 0.13 1.76
H 1.29 -1.38 2.44
H 1.77 -1.39 0.73
H 0.41 -3.12 0.96
```

- Total charge: +2
- E: -1692.79166 hartree
- Multiplicity: 2